Entry from the Open Molecules 2025 dataset: a molecular structure, C30H31IN3O6PS2Ti (the ωB97M-V functional and the def2-TZVPD basis).

```
! wB97M-V def2-TZVPD RIJCOSX def2/J DEFGRID3
* xyz -2 3
I 3.75554 5.34638 -4.12859
Ti -0.00454 -0.28131 0.20127
S 1.70385 -1.67382 -0.98603
S 1.87545 -4.69107 -0.50342
P 2.38120 1.15611 0.60953
O -2.05151 2.81497 1.99512
O -0.68681 1.21416 1.27571
O -1.37769 -1.63298 -0.15455
O 3.51133 0.47324 1.53614
O 2.29530 2.57300 1.39272
O 3.35436 1.42036 -0.62807
N 0.87130 -3.07378 1.19015
N -2.17444 1.04821 -1.13854
N 0.71858 -1.85552 1.85396
C 2.85817 1.63521 -1.96053
C -2.06211 -2.35346 0.71523
C -0.43531 -1.67986 2.41875
C -2.38541 -3.18604 2.97348
C -0.72898 0.98534 -1.39372
C -2.31191 -5.65315 -3.60768
C -3.25169 -2.99113 0.34218
C -4.46274 0.72067 -1.86050
C 0.03711 -6.13980 -3.49501
C -2.62863 1.73062 -0.01739
C -4.93985 -0.78825 -3.70387
C -5.36300 0.10909 -2.74143
C 1.38960 -3.05376 0.01730
C -3.54588 -3.83876 2.58487
C 1.35141 3.55674 0.94669
C -1.63452 -2.46561 2.05553
C 1.65397 -4.63171 -2.30272
C -2.67042 -0.52193 -2.93010
C -1.24157 -6.47627 -3.92097
C 3.22749 0.20908 2.90452
C -2.09470 -4.49794 -2.86584
C -3.97200 -3.72809 1.26486
C 0.26361 -4.98406 -2.75545
C -4.88958 1.63018 -0.84090
C -3.08255 0.41244 -1.97140
C -1.75833 1.96369 1.16330
C -0.81919 -4.16300 -2.44026
C -3.58789 -1.10507 -3.78823
C -0.56329 -0.65638 3.50706
C -3.97389 2.06760 0.07948
H -2.04734 -3.24757 4.00217
H 2.44325 -0.54270 2.99573
H -0.63870 -1.19385 4.45925
H 0.46268 3.52895 1.57432
H -0.66800 -3.26306 -1.85338
H 4.14634 -0.17843 3.34188
H -5.65388 -1.24508 -4.37827
H -5.93885 1.88387 -0.75997
H 1.84198 4.52563 1.01243
H 3.38473 0.94756 -2.61942
H 3.06733 2.66088 -2.26364
H 0.87432 -6.78490 -3.73993
H 0.30303 -0.00041 3.53879
H -1.39886 -7.38151 -4.49565
H -0.56494 0.70826 -2.43174
H 2.93921 1.12546 3.42390
H -0.34525 2.00186 -1.26761
H -2.92315 -3.84818 -2.61616
H -3.23971 -1.82255 -4.52105
H -3.31218 -5.90846 -3.93632
H -1.45895 -0.05063 3.38574
H -4.11639 -4.41489 3.30210
H 1.93639 -3.62979 -2.62555
H -1.63501 -0.82306 -2.97935
H 1.06300 3.39839 -0.09480
H -6.41461 0.35874 -2.64956
H -3.59551 -2.86946 -0.67758
H -4.88844 -4.21598 0.95273
H 1.78702 1.43300 -2.02129
H -4.25958 2.65321 0.94203
H 2.37833 -5.33616 -2.71321
*
```

Computed properties:
E_tot: -4062.63468 hartree
Energy above the lowest of the compared OMol25 structures with the same formula, charge and spin: 0.000 eV
HOMO level (spin up / spin down): -1.50 / -2.04 eV

Need the Mulliken charges? In units of e they are: number 1, I, carries -0.98; number 2, Ti, carries -0.10; number 3, S, carries -0.63; number 4, S, carries -0.22; number 5, P, carries 1.08; number 6, O, carries -0.78; number 7, O, carries -0.17; number 8, O, carries 1.65; number 9, O, carries -0.38; number 10, O, carries -0.53; number 11, O, carries -0.44; number 12, N, carries -0.64; number 13, N, carries 0.39; number 14, N, carries -0.20; number 15, C, carries -0.11; number 16, C, carries 0.64; number 17, C, carries 0.77; number 18, C, carries -0.62; number 19, C, carries -1.57; number 20, C, carries -0.87; number 21, C, carries -0.71; number 22, C, carries 1.22; number 23, C, carries -0.56; number 24, C, carries 0.61; number 25, C, carries -0.67; number 26, C, carries -0.80; number 27, C, carries 0.51; number 28, C, carries -0.92; number 29, C, carries -0.60; number 30, C, carries 0.19; number 31, C, carries -0.88; number 32, C, carries -0.69; number 33, C, carries -0.55; number 34, C, carries -0.55; number 35, C, carries -0.37; number 36, C, carries -0.74; number 37, C, carries 0.39; number 38, C, carries -1.16; number 39, C, carries 1.05; number 40, C, carries 0.12; number 41, C, carries 0.86; number 42, C, carries -0.65; number 43, C, carries -1.66; number 44, C, carries -0.97; number 45, H, carries 0.38; number 46, H, carries 0.07; number 47, H, carries 0.50; number 48, H, carries 0.21; number 49, H, carries -0.29; number 50, H, carries 0.28; number 51, H, carries 0.38; number 52, H, carries 0.34; number 53, H, carries 0.36; number 54, H, carries 0.19; number 55, H, carries 0.10; number 56, H, carries 0.32; number 57, H, carries 0.25; number 58, H, carries 0.34; number 59, H, carries 0.63; number 60, H, carries 0.28; number 61, H, carries 0.40; number 62, H, carries 0.41; number 63, H, carries 0.43; number 64, H, carries 0.40; number 65, H, carries 0.32; number 66, H, carries 0.36; number 67, H, carries 0.31; number 68, H, carries -0.02; number 69, H, carries 0.21; number 70, H, carries 0.35; number 71, H, carries 0.41; number 72, H, carries 0.43; number 73, H, carries -0.05; number 74, H, carries 0.49; number 75, H, carries 0.47